This record from the Open Molecules 2025 dataset describes a single C3H5N3 molecule. The level of theory is wB97M-V/def2-TZVPD.

Its total energy is -7656.475 eV. The largest force on an atom comes out at 0.8 eV/A. As for the HOMO-LUMO gap: 8.80 eV. As for the energy above the lowest of the compared OMol25 structures with the same formula, charge and spin: 577.0 kJ/mol. The calculation puts the HOMO energy at -7.6 eV. The total charge is 0.

Each line ends with the natural charge from an NBO analysis.
Atoms and positions in Å:
C: -1.648 -0.300 -0.179  -0.662
C: -0.307 0.393 -0.155  0.171
N: 1.110 -1.050 1.177  -0.189
N: 1.806 -0.686 0.308  -0.189
N: 1.002 0.365 -0.866  -0.348
C: 0.488 1.414 -0.100  -0.058
H: -1.989 -0.583 0.824  0.247
H: -2.452 0.299 -0.631  0.231
H: -1.547 -1.214 -0.757  0.234
H: 2.776 -1.010 0.127  0.343
H: 0.786 2.388 0.248  0.221